Entry 1:
Molecular formula: C4H10NS
Method: DFT, wB97M-V/def2-TZVPD

The frontier orbital gap is 0.2072 hartree. The SMILES is CCNCC[S-]. The calculation puts the energy relative to the best compared isomer or geometry (same formula, charge and spin) at 140.4 kJ/mol. Its HOMO energy is -2.13 eV. The calculation puts the LUMO energy at 3.5074 eV.

```
! wB97M-V def2-TZVPD RIJCOSX def2/J DEFGRID3
* xyz -1 1
C -2.243 0.244 1.118
C -0.718 -0.168 1.242
N -0.292 -0.279 -0.140
C 1.117 -0.491 -0.410
C 1.709 0.450 -1.697
S 3.439 0.110 -2.009
H -2.979 -0.510 1.033
H -2.359 0.950 0.280
H -2.242 0.803 2.027
H 0.032 0.490 1.857
H -0.599 -1.077 1.771
H -0.849 -0.757 -0.769
H 1.863 -0.049 0.327
H 1.471 -1.528 -0.641
H 1.049 0.313 -2.564
H 1.603 1.498 -1.425
*
```



Entry 2:
Molecular formula: C4H7NO
Method: DFT, wB97M-V/def2-TZVPD

The frontier orbital gap is 0.3096 hartree. The calculation puts the energy relative to the best compared isomer or geometry (same formula, charge and spin) at 398.6 kJ/mol. Its HOMO energy is -8.57 eV. The calculation puts the LUMO energy at -0.1458 eV.

```
! wB97M-V def2-TZVPD RIJCOSX def2/J DEFGRID3
* xyz 0 1
C -1.475 -0.448 0.270
C -0.072 -0.114 -0.651
C -0.204 1.077 0.089
O 2.176 0.828 0.286
C 2.041 -0.379 0.002
N 0.941 -1.022 -0.415
H -1.615 -1.433 -0.180
H -2.380 0.137 0.108
H -1.268 -0.597 1.328
H -0.467 -0.071 -1.672
H 0.147 1.152 1.107
H -0.748 1.927 -0.323
H 2.922 -1.041 0.062
*
```



Entry 3:
Molecular formula: C29H69N4O7
Method: DFT, wB97M-V/def2-TZVPD

The frontier orbital gap is 0.2273 hartree. Its HOMO energy is -4.17 eV. The calculation puts the LUMO energy at 2.0194 eV.

```
! wB97M-V def2-TZVPD RIJCOSX def2/J DEFGRID3
* xyz -1 1
C 1.514 1.883 -2.995
O 1.453 2.137 -1.606
C 2.079 3.330 -1.201
C 1.351 4.609 -1.623
C 0.347 5.110 -0.589
C -0.318 6.438 -0.974
C -1.768 6.532 -0.498
C -2.748 5.854 -1.452
C -4.210 5.943 -1.004
C -5.099 4.810 -1.547
C -5.451 3.731 -0.520
C -4.385 2.629 -0.353
C -4.901 1.216 -0.647
C -5.093 0.969 -2.174
O -4.408 0.055 -2.673
O -5.917 1.745 -2.752
H 1.656 0.809 -3.127
H 2.360 2.399 -3.466
H 0.590 2.188 -3.495
H 2.113 3.295 -0.107
H 3.118 3.357 -1.562
H 2.093 5.394 -1.814
H 0.833 4.433 -2.572
H 0.873 5.234 0.365
H -0.424 4.347 -0.438
H -0.286 6.553 -2.064
H 0.267 7.267 -0.561
H -1.855 6.058 0.487
H -2.063 7.580 -0.368
H -2.636 6.321 -2.439
H -2.478 4.800 -1.579
H -4.230 5.925 0.094
H -4.608 6.919 -1.304
H -4.598 4.318 -2.387
H -6.026 5.227 -1.950
H -5.633 4.212 0.450
H -6.381 3.258 -0.838
H -3.554 2.821 -1.045
H -3.959 2.663 0.657
H -4.180 0.479 -0.281
H -5.861 1.066 -0.141
C -9.502 -3.313 0.347
C -9.893 -1.928 0.849
C -8.971 -0.805 0.362
O -7.717 -0.762 1.005
C -6.721 -1.609 0.456
N -10.014 -1.965 2.310
H -8.636 -3.697 0.887
H -10.323 -4.013 0.504
H -9.258 -3.294 -0.716
H -10.887 -1.697 0.450
H -9.450 0.152 0.588
H -8.835 -0.857 -0.726
H -6.846 -1.719 -0.625
H -6.726 -2.596 0.931
H -5.758 -1.137 0.634
H -10.390 -1.080 2.637
H -9.073 -2.004 2.693
C 6.339 1.514 1.917
C 5.952 2.842 2.557
C 5.121 3.759 1.652
O 5.857 4.412 0.635
C 6.115 3.638 -0.520
N 7.155 3.495 3.077
H 7.157 1.638 1.207
H 6.677 0.816 2.681
H 5.495 1.066 1.390
H 5.312 2.618 3.418
H 4.702 4.561 2.266
H 4.278 3.208 1.214
H 5.284 2.960 -0.738
H 7.031 3.050 -0.416
H 6.237 4.325 -1.357
H 6.895 4.310 3.623
H 7.683 3.860 2.289
C 3.514 -3.930 -0.567
C 3.152 -2.499 -0.192
C 2.308 -1.767 -1.239
O 3.027 -1.367 -2.392
C 3.170 -2.341 -3.403
N 4.375 -1.770 0.156
H 4.312 -3.958 -1.312
H 3.869 -4.474 0.308
H 2.652 -4.467 -0.968
H 2.536 -2.537 0.713
H 1.934 -0.840 -0.798
H 1.439 -2.370 -1.532
H 2.289 -2.988 -3.457
H 4.056 -2.966 -3.256
H 3.274 -1.813 -4.351
H 4.131 -0.859 0.533
H 4.881 -1.575 -0.703
C 4.706 -9.557 3.155
C 4.055 -9.335 1.795
C 4.578 -8.104 1.046
O 4.112 -6.868 1.545
C 4.829 -6.335 2.641
N 2.601 -9.330 1.957
H 4.312 -8.864 3.899
H 4.495 -10.566 3.508
H 5.789 -9.426 3.105
H 4.304 -10.195 1.163
H 4.220 -8.153 0.015
H 5.676 -8.108 1.019
H 5.895 -6.574 2.568
H 4.451 -6.700 3.600
H 4.709 -5.253 2.612
H 2.151 -9.318 1.048
H 2.331 -8.457 2.400
*
```



Entry 4:
Molecular formula: C20H17Co2N4O6
Method: DFT, wB97M-V/def2-TZVPD

The frontier orbital gap is 0.2135 hartree. The calculation puts the energy relative to the best compared isomer or geometry (same formula, charge and spin) at 0.0 kJ/mol. Its HOMO energy is -2.83 eV. The calculation puts the LUMO energy at 2.9830 eV.

```
! wB97M-V def2-TZVPD RIJCOSX def2/J DEFGRID3
* xyz -1 1
O -0.670 -1.191 2.327
C -0.422 -0.672 1.311
Co -0.016 0.090 -0.251
C -1.400 0.892 -0.899
O -2.310 1.362 -1.444
C 1.198 1.156 -1.043
O 1.812 1.901 -1.692
C -0.147 -1.505 -1.271
C -1.442 -2.202 -1.323
C -2.109 -2.709 -0.183
C -3.350 -3.320 -0.318
C -3.929 -3.490 -1.577
C -3.234 -3.069 -2.709
C -2.010 -2.414 -2.593
C 0.716 -1.218 -2.385
C 0.665 -0.699 -3.620
Co 1.620 -1.719 -0.973
C 1.987 -1.870 0.747
O 2.377 -1.999 1.830
C 3.052 -0.848 -1.541
O 4.006 -0.311 -1.918
C 2.311 -3.261 -1.595
O 2.887 -4.194 -1.961
H -1.663 -2.615 0.810
H -3.871 -3.665 0.578
H -4.907 -3.955 -1.672
H -3.636 -3.245 -3.699
H -1.482 -2.048 -3.479
H 1.604 -0.580 -4.182
H -0.281 -0.412 -4.113
N -3.447 1.432 4.141
N -2.416 1.601 3.661
N -1.265 1.632 3.213
C -0.914 2.900 2.553
C 0.561 2.811 2.237
C 1.196 3.689 1.163
C 2.593 3.031 1.113
C 2.380 1.561 1.509
N 0.943 1.482 1.839
H -1.501 3.058 1.625
H -1.057 3.775 3.228
H 1.099 2.981 3.192
H 0.639 3.538 0.220
H 1.215 4.760 1.410
H 3.051 3.135 0.134
H 3.240 3.472 1.889
H 2.617 0.844 0.720
H 2.992 1.270 2.376
H 0.720 0.837 2.612
*
```



Entry 5:
Molecular formula: C4H11BClF4NOP
Method: DFT, wB97M-V/def2-TZVPD

The frontier orbital gap is 0.2080 hartree. Its HOMO energy is -2.84 eV. The calculation puts the LUMO energy at 2.8202 eV.

```
! wB97M-V def2-TZVPD RIJCOSX def2/J DEFGRID3
* xyz -1 1
C 1.506 -1.530 0.872
N 2.083 -0.237 0.480
C 3.069 -0.392 -0.600
B 1.085 0.788 0.190
O 1.570 2.074 -0.107
P -0.852 0.576 0.193
C -2.809 0.488 0.076
F -3.418 0.519 1.325
F -3.292 1.563 -0.660
C -3.350 -0.790 -0.638
F -2.980 -0.802 -1.962
F -4.738 -0.727 -0.632
H 2.310 -2.256 1.145
H 0.795 -1.438 1.717
H 0.985 -1.988 -0.011
H 2.630 -0.495 -1.621
H 3.674 -1.313 -0.413
H 3.754 0.484 -0.562
H 1.228 2.344 -0.984
H -0.947 0.839 1.610
H -0.947 1.751 -0.650
H -0.834 -0.736 -0.401
H -3.062 -1.734 -0.135
Cl 2.537 3.012 1.767
*
```



Entry 6:
Molecular formula: C42H126O21
Method: DFT, wB97M-V/def2-TZVPD

The frontier orbital gap is 0.3382 hartree. The calculation puts the energy relative to the best compared isomer or geometry (same formula, charge and spin) at 280.4 kJ/mol. Its HOMO energy is -9.06 eV. The calculation puts the LUMO energy at 0.1446 eV.

```
! wB97M-V def2-TZVPD RIJCOSX def2/J DEFGRID3
* xyz 0 1
C 0.129 -2.512 8.440
C -0.286 -2.319 7.002
O 0.277 -3.362 6.253
H -0.211 -3.459 8.858
H -0.300 -1.699 9.025
H 1.219 -2.527 8.469
H -0.049 -1.332 6.606
H -1.367 -2.435 6.926
H 0.351 -3.134 5.323
C 2.955 -1.546 2.764
C 3.556 -2.559 3.715
O 2.519 -3.463 4.041
H 3.591 -0.680 2.582
H 2.044 -1.109 3.173
H 2.797 -2.014 1.793
H 3.879 -2.086 4.642
H 4.368 -3.078 3.205
H 3.028 -4.136 4.498
C -1.565 -3.896 1.220
C -0.367 -4.149 2.120
O 0.317 -2.920 2.361
H -2.237 -3.106 1.555
H -2.080 -4.855 1.178
H -1.283 -3.610 0.206
H 0.319 -4.875 1.683
H -0.782 -4.525 3.055
H 1.165 -3.061 2.789
C 0.855 1.070 5.028
C 2.079 1.673 4.354
O 3.197 1.516 5.147
H 1.015 0.014 5.245
H -0.083 1.228 4.496
H 0.654 1.519 6.001
H 1.916 2.744 4.237
H 2.261 1.322 3.338
H 3.829 2.162 4.821
C 3.975 2.719 1.389
C 4.811 3.712 2.266
O 4.834 3.262 3.615
H 4.202 2.802 0.326
H 2.899 2.865 1.479
H 4.081 1.679 1.698
H 4.487 4.751 2.197
H 5.809 3.654 1.833
H 5.453 3.720 4.189
C 1.427 -4.191 -1.430
C 2.501 -4.656 -2.392
O 3.691 -4.905 -1.680
H 1.575 -3.229 -0.941
H 1.293 -4.884 -0.599
H 0.467 -4.178 -1.947
H 2.641 -3.873 -3.138
H 2.198 -5.616 -2.811
H 3.669 -5.741 -1.210
C 1.041 -2.115 -5.193
C 0.041 -3.277 -5.485
O 0.520 -4.394 -4.877
H 1.007 -1.790 -4.154
H 0.877 -1.311 -5.910
H 2.061 -2.449 -5.383
H -0.171 -3.556 -6.517
H -0.926 -3.119 -5.008
H -0.058 -5.158 -4.825
C 3.547 -5.870 1.486
C 3.858 -7.276 1.037
O 3.580 -7.480 -0.317
H 4.232 -5.111 1.107
H 3.641 -5.893 2.571
H 2.567 -5.499 1.187
H 3.321 -8.022 1.623
H 4.841 -7.636 1.342
H 3.561 -8.423 -0.495
C -2.557 4.192 -3.714
C -1.180 3.482 -3.728
O -0.093 4.347 -3.588
H -2.675 4.778 -2.802
H -3.356 3.453 -3.661
H -2.711 4.843 -4.575
H -1.136 2.947 -4.677
H -1.083 2.685 -2.991
H 0.284 4.631 -4.424
C 3.932 -0.921 -1.162
C 4.551 -1.369 -2.481
O 5.258 -2.592 -2.396
H 3.278 -0.073 -1.362
H 4.642 -0.626 -0.389
H 3.189 -1.651 -0.841
H 5.240 -0.609 -2.849
H 3.799 -1.491 -3.261
H 4.671 -3.342 -2.273
C -3.624 -3.784 -4.045
C -4.212 -4.608 -5.209
O -4.155 -5.998 -4.922
H -4.372 -3.839 -3.255
H -3.567 -2.728 -4.307
H -2.644 -4.127 -3.712
H -3.705 -4.568 -6.173
H -5.209 -4.274 -5.499
H -4.518 -6.483 -5.667
C -5.107 -2.395 0.716
C -6.251 -3.321 0.291
O -7.342 -3.187 1.144
H -4.292 -2.470 -0.003
H -4.748 -2.639 1.716
H -5.450 -1.361 0.748
H -5.920 -4.352 0.424
H -6.617 -3.040 -0.696
H -8.145 -3.347 0.643
C -3.165 0.476 -2.391
C -4.446 1.243 -2.399
O -5.006 1.420 -3.726
H -2.405 0.956 -3.007
H -3.316 -0.567 -2.669
H -2.754 0.542 -1.383
H -4.218 2.205 -1.941
H -5.220 0.758 -1.804
H -5.259 0.579 -4.114
C 2.057 7.434 -0.756
C 1.902 6.302 -1.749
O 1.079 5.343 -1.193
H 1.102 7.645 -0.275
H 2.401 8.351 -1.234
H 2.845 7.151 -0.058
H 2.887 5.900 -1.983
H 1.477 6.649 -2.691
H 0.674 4.804 -1.877
C 0.150 0.976 -0.311
C 0.034 -0.509 -0.172
O -0.529 -0.718 1.108
H 0.568 1.175 -1.298
H 0.771 1.403 0.477
H -0.816 1.479 -0.283
H 0.960 -1.083 -0.182
H -0.532 -0.956 -0.988
H -0.292 -1.586 1.442
C 2.390 5.803 4.054
C 2.124 7.167 3.419
O 0.812 7.378 3.148
H 1.836 5.791 4.993
H 3.448 5.650 4.264
H 2.058 4.923 3.504
H 2.754 7.210 2.530
H 2.454 7.975 4.072
H 0.594 6.662 2.546
C -2.475 -0.071 -5.755
C -1.999 -0.656 -7.104
O -0.849 0.123 -7.379
H -3.532 -0.306 -5.630
H -2.455 1.018 -5.795
H -1.860 -0.359 -4.902
H -2.785 -0.396 -7.813
H -1.795 -1.727 -7.103
H -0.573 -0.154 -8.255
C -0.916 4.142 2.970
C -0.295 4.221 1.580
O 0.324 5.430 1.376
H -1.428 3.204 3.187
H -1.560 5.000 3.163
H -0.126 4.261 3.712
H -1.062 4.003 0.837
H 0.448 3.424 1.535
H 0.700 5.435 0.492
C 2.383 1.416 -3.976
C 2.664 2.575 -2.995
O 3.937 2.408 -2.332
H 2.578 0.423 -3.570
H 3.139 1.498 -4.758
H 1.427 1.320 -4.491
H 1.969 2.661 -2.159
H 2.700 3.470 -3.615
H 4.609 2.650 -2.974
C -2.643 -1.045 4.188
C -3.171 0.105 3.336
O -4.178 0.792 4.082
H -3.411 -1.817 4.223
H -2.371 -0.726 5.194
H -1.772 -1.500 3.716
H -3.631 -0.168 2.387
H -2.372 0.781 3.031
H -4.681 1.403 3.538
C -4.092 3.921 0.504
C -5.334 3.227 1.021
O -5.167 2.690 2.308
H -4.179 4.121 -0.563
H -3.232 3.271 0.668
H -3.967 4.862 1.040
H -5.658 2.412 0.373
H -6.150 3.932 0.866
H -6.018 2.322 2.556
*
```